Record 1
71
Properties=species:S:1:pos:R:3 method="wB97M-V/def2-TZVPD" homo_ev=-9.329 gap_ev=9.5731 lumo_ev=0.244 smiles="COCCCCOC(=O)OCCCF.NC(N)=O.NC(N)=O.NC(N)=O.NC(N)=O.NC(N)=O" total_charge=0
C 5.312 -3.198 -0.540
O 5.653 -2.003 0.136
C 6.093 -0.937 -0.693
C 5.507 0.391 -0.214
C 4.136 0.723 -0.817
C 3.074 -0.324 -0.466
O 1.802 0.306 -0.148
C 0.836 0.218 -1.094
O 0.764 0.943 -2.068
O -0.152 -0.650 -0.796
C 0.168 -1.893 -0.166
C 0.455 -3.049 -1.155
C 0.597 -2.700 -2.635
F 1.929 -2.855 -3.065
H 6.198 -3.824 -0.710
H 4.621 -3.759 0.095
H 4.815 -3.000 -1.494
H 7.190 -0.884 -0.651
H 5.823 -1.123 -1.741
H 5.428 0.360 0.877
H 6.215 1.182 -0.476
H 3.788 1.704 -0.489
H 4.239 0.770 -1.907
H 2.938 -1.011 -1.303
H 3.361 -0.906 0.412
H 0.982 -1.753 0.550
H -0.714 -2.144 0.427
H 1.385 -3.538 -0.847
H -0.318 -3.805 -1.065
H -0.006 -3.388 -3.232
H 0.293 -1.681 -2.876
N -1.622 2.794 -2.191
C -1.809 4.025 -1.634
N -3.084 4.516 -1.697
O -0.906 4.632 -1.074
H -2.359 2.280 -2.635
H -0.707 2.378 -2.130
H -3.259 5.415 -1.276
H -3.839 4.026 -2.137
N -1.591 2.157 3.327
C -2.553 2.642 2.465
N -2.064 3.185 1.317
O -3.743 2.566 2.717
H -0.609 2.228 3.134
H -1.897 1.755 4.200
H -2.728 3.556 0.662
H -1.088 3.274 1.103
N -3.260 -2.420 4.495
C -2.666 -1.197 4.329
N -2.269 -0.888 3.062
O -2.494 -0.427 5.261
H -3.417 -3.063 3.743
H -3.561 -2.661 5.420
H -1.862 0.027 2.962
H -2.376 -1.493 2.272
N -1.824 8.024 1.039
C -3.060 7.445 1.045
N -3.551 7.111 2.274
O -3.683 7.231 0.016
H -1.289 8.192 1.868
H -1.427 8.243 0.145
H -4.445 6.657 2.303
H -3.050 7.259 3.129
N -0.989 -8.042 -2.199
C -1.464 -6.769 -2.330
N -2.763 -6.663 -2.739
O -0.771 -5.791 -2.097
H -1.537 -8.859 -2.387
H -0.037 -8.147 -1.905
H -3.136 -5.739 -2.849
H -3.346 -7.452 -2.938

Record 2
60
Properties=species:S:1:pos:R:3 method="wB97M-V/def2-TZVPD" homo_ev=-8.938 de_lowest_kcal_mol=8.1 gap_ev=9.7376 lumo_ev=0.800 smiles=COCCNCCOC.COCCNCCOC.CO.CO total_charge=0
C -0.655 -1.364 3.403
O -1.779 -1.446 2.557
C -1.420 -1.465 1.195
C -2.638 -1.226 0.334
N -3.397 -0.039 0.758
C -4.823 -0.227 0.508
C -5.568 1.017 0.949
O -6.970 0.764 0.852
C -7.841 1.841 0.685
H -0.385 -2.405 3.640
H -0.931 -1.048 4.416
H 0.169 -0.735 3.077
H -1.035 -2.461 0.916
H -0.576 -0.796 0.989
H -3.257 -2.137 0.379
H -2.379 -1.178 -0.727
H -3.258 -0.019 1.765
H -5.230 -1.071 1.079
H -5.018 -0.348 -0.558
H -5.346 1.881 0.314
H -5.392 1.277 1.999
H -7.335 2.804 0.801
H -8.679 1.777 1.383
H -8.296 1.804 -0.312
C -0.491 -2.020 -3.209
O -0.046 -0.716 -3.017
C 1.068 -0.352 -3.813
C 1.649 0.963 -3.310
N 2.025 0.892 -1.905
C 2.698 2.165 -1.520
C 3.229 2.111 -0.095
O 2.419 2.879 0.762
C 2.994 2.946 2.059
H -1.015 -2.122 -4.175
H -1.238 -2.277 -2.460
H 0.274 -2.805 -3.236
H 0.715 -0.230 -4.850
H 1.781 -1.188 -3.829
H 0.880 1.719 -3.501
H 2.538 1.048 -3.939
H 1.162 0.850 -1.370
H 1.984 2.980 -1.699
H 3.477 2.374 -2.256
H 4.278 2.437 -0.092
H 3.254 1.067 0.248
H 3.055 1.937 2.478
H 2.372 3.610 2.654
H 4.007 3.364 2.042
C 5.002 -0.832 -1.249
O 3.720 -1.326 -0.828
H 4.865 -0.057 -2.004
H 5.500 -0.389 -0.378
H 5.625 -1.659 -1.581
H 3.087 -0.621 -1.045
C 3.443 -2.170 2.804
O 4.189 -1.336 1.913
H 4.041 -2.397 3.678
H 2.544 -1.597 3.057
H 3.132 -3.061 2.254
H 3.826 -1.387 1.012

Record 3
64
Properties=species:S:1:pos:R:3 method="wB97M-V/def2-TZVPD" multiplicity=5 homo_ev="-13.208 / -13.222" gap_ev="5.7396 / 6.5477" lumo_ev="-7.469 / -6.674" total_charge=+2
C 0.795 -0.007 -5.564
C -0.034 -0.832 -4.646
H 1.117 0.920 -5.070
H 0.171 0.246 -6.442
H 1.687 -0.573 -5.886
O -0.158 -0.527 -3.432
I 1.020 -3.322 -3.151
Pm 0.210 -0.848 -0.755
P 2.946 -0.889 -1.656
C 3.965 0.323 -0.721
C 4.060 -2.341 -1.532
H 5.073 -1.967 -1.713
H 4.497 -0.434 -3.412
H 3.768 -3.075 -2.290
H 2.993 -1.138 -4.059
H 3.621 0.408 0.324
H 3.970 -2.777 -0.533
C 3.406 -0.411 -3.352
H 5.001 -0.039 -0.734
H 3.040 0.591 -3.583
H 3.900 1.303 -1.203
P -2.790 -0.878 -1.422
C -4.057 0.154 -0.595
C -3.251 -0.434 -3.134
H -3.085 -3.209 -1.976
H -4.683 -2.415 -1.711
H -3.638 -2.852 -0.313
C -3.645 -2.501 -1.353
H -2.670 -1.051 -3.824
H -4.321 -0.592 -3.315
H -5.077 -0.138 -0.896
H -3.897 1.203 -0.865
H -2.993 0.615 -3.302
H -3.961 0.055 0.490
Cl -1.160 -1.936 -5.486
C -1.939 -1.164 3.008
N -1.098 -0.068 3.489
C -0.874 -0.021 4.932
P -0.271 0.829 2.388
O -0.459 0.184 1.021
N -0.791 2.380 2.438
C -0.245 3.327 1.461
C -2.126 2.723 2.924
N 1.358 0.853 2.658
C 2.021 1.892 3.453
C 2.026 -0.460 2.705
H -2.682 -0.781 2.301
H -2.470 -1.619 3.845
H -1.336 -1.948 2.546
H -0.978 -1.024 5.353
H 0.120 0.345 5.189
H -1.624 0.586 5.446
H -0.713 3.217 0.471
H -0.448 4.355 1.795
H 0.840 3.225 1.359
H -2.907 2.512 2.177
H -2.363 2.174 3.845
H -2.176 3.790 3.153
H 1.593 1.987 4.461
H 3.077 1.626 3.588
H 2.004 2.871 2.961
H 2.113 -0.824 3.740
H 1.485 -1.224 2.122
H 3.038 -0.373 2.287

Record 4
65
Properties=species:S:1:pos:R:3 method="wB97M-V/def2-TZVPD" homo_ev=-11.016 gap_ev=8.1526 lumo_ev=-2.864 total_charge=+1
N 1.005 -0.581 -1.579
N 0.759 -1.687 -0.788
N -0.045 -2.741 -1.170
C -0.056 -3.583 -0.148
N 0.678 -3.185 0.857
C 1.173 -1.988 0.453
N 1.951 -1.273 1.243
O 2.461 -0.037 0.945
H 1.503 -0.848 -2.421
H 0.123 -0.137 -1.808
H -0.518 -2.797 -2.067
H -0.627 -4.493 -0.190
H 2.189 -1.656 2.144
H 2.775 -0.026 0.031
C -2.828 -1.160 -3.058
C -2.319 -1.172 -4.489
C -3.406 -0.975 -5.555
O -4.203 -2.114 -5.786
C -5.281 -2.299 -4.882
N -1.563 -2.420 -4.673
H -3.330 -2.090 -2.792
H -1.970 -1.047 -2.388
H -3.515 -0.337 -2.862
H -1.619 -0.337 -4.595
H -2.908 -0.769 -6.505
H -4.031 -0.102 -5.329
H -5.709 -1.345 -4.564
H -4.970 -2.877 -4.007
H -6.049 -2.869 -5.401
H -1.114 -2.411 -5.584
H -2.241 -3.176 -4.743
C -1.718 -0.042 4.419
C -1.273 -0.523 3.043
C -2.146 -0.008 1.888
O -3.383 -0.667 1.738
C -4.426 -0.200 2.583
N -1.189 -1.989 3.053
H -2.601 -0.573 4.772
H -0.929 -0.213 5.150
H -1.941 1.027 4.411
H -0.265 -0.128 2.872
H -1.606 -0.198 0.950
H -2.292 1.078 1.954
H -4.353 0.877 2.753
H -4.425 -0.727 3.539
H -5.371 -0.411 2.086
H -0.805 -2.303 2.164
H -2.142 -2.346 3.048
C 5.599 3.889 3.314
C 6.031 3.941 1.853
C 4.878 4.220 0.877
O 4.032 3.108 0.628
C 3.023 2.886 1.596
N 6.746 2.703 1.526
H 5.087 2.958 3.558
H 6.469 3.955 3.965
H 4.934 4.720 3.559
H 6.737 4.770 1.752
H 5.311 4.476 -0.093
H 4.285 5.084 1.199
H 2.642 3.822 2.012
H 3.388 2.242 2.399
H 2.203 2.370 1.100
H 7.130 2.776 0.587
H 6.057 1.960 1.455

Record 5
100
Properties=species:S:1:pos:R:3 method="wB97M-V/def2-TZVPD" homo_ev=-11.967 de_lowest_kcal_mol=150.7 gap_ev=5.0527 lumo_ev=-6.914 total_charge=+1
C -1.856 2.749 1.349
B -0.362 3.014 0.717
O 0.075 2.066 -0.368
S 0.827 4.392 1.174
S 0.865 4.805 3.238
O 0.583 6.350 3.382
O 2.365 4.634 3.694
C -0.354 3.832 4.273
F -0.256 2.362 4.082
F 0.027 4.079 5.714
F -1.770 4.346 4.164
H -2.395 3.736 1.744
H -2.543 2.349 0.459
H -1.889 1.878 2.163
H -0.072 2.563 -1.249
H 0.301 5.565 0.560
C -3.065 2.422 -3.535
N -2.038 2.978 -2.613
O -2.423 3.359 -1.501
O -0.875 3.016 -3.030
H -4.037 2.450 -3.039
H -3.072 3.043 -4.433
H -2.779 1.394 -3.765
C -0.669 -1.116 2.528
N -1.726 -1.560 1.580
O -1.381 -2.304 0.654
O -2.873 -1.150 1.792
H 0.285 -1.551 2.221
H -0.626 -0.026 2.487
H -0.950 -1.466 3.523
C 2.373 0.291 -2.811
N 1.316 -0.152 -3.759
O 1.661 -0.896 -4.684
O 0.169 0.258 -3.547
H 3.327 -0.143 -3.117
H 2.416 1.382 -2.852
H 2.092 -0.058 -1.816
C 4.675 1.854 3.281
N 4.091 0.862 2.338
O 3.040 1.176 1.766
O 4.703 -0.203 2.199
H 4.036 2.738 3.304
H 4.721 1.385 4.266
H 5.672 2.108 2.915
C -3.925 -3.956 3.339
N -2.769 -4.368 4.180
O -2.933 -5.334 4.934
O -1.729 -3.709 4.060
H -4.767 -4.620 3.547
H -4.172 -2.926 3.601
H -3.618 -4.039 2.295
C 6.039 -1.541 -5.127
N 5.371 -0.845 -3.994
O 4.576 -1.505 -3.315
O 5.663 0.343 -3.819
H 5.689 -2.574 -5.163
H 5.770 -1.011 -6.043
H 7.115 -1.504 -4.948
C 6.819 -1.766 0.421
N 8.257 -1.389 0.363
O 8.540 -0.204 0.574
O 9.061 -2.293 0.108
H 6.230 -0.877 0.653
H 6.544 -2.167 -0.557
H 6.707 -2.519 1.204
C -4.357 -1.272 -5.178
N -5.025 -0.577 -4.045
O -5.820 -1.236 -3.365
O -4.732 0.612 -3.869
H -4.707 -2.306 -5.214
H -4.626 -0.742 -6.094
H -3.281 -1.235 -4.999
C -7.245 -4.047 -1.783
N -6.308 -5.203 -1.770
O -6.029 -5.693 -0.670
O -5.879 -5.585 -2.865
H -7.540 -3.820 -0.757
H -6.718 -3.201 -2.229
H -8.113 -4.334 -2.380
C -3.722 -7.520 -1.510
N -2.785 -8.676 -1.497
O -2.506 -9.166 -0.397
O -2.357 -9.058 -2.592
H -4.018 -7.293 -0.484
H -3.196 -6.674 -1.956
H -4.591 -7.807 -2.107
C -3.398 5.549 6.485
N -4.488 5.896 7.437
O -5.641 5.920 6.992
O -4.155 6.133 8.604
H -3.833 5.366 5.501
H -2.709 6.396 6.451
H -2.904 4.651 6.862
C 7.522 3.252 -2.545
N 6.855 3.947 -1.411
O 6.059 3.288 -0.732
O 7.147 5.136 -1.236
H 7.172 2.218 -2.580
H 7.254 3.782 -3.461
H 8.599 3.289 -2.365

Record 6
76
Properties=species:S:1:pos:R:3 method="wB97M-V/def2-TZVPD" homo_ev=-8.834 gap_ev=6.5775 lumo_ev=-2.256 total_charge=0
Hg -1.698 -2.985 0.428
Hg 0.736 -1.287 2.716
Cl -3.747 1.680 1.916
O -2.528 2.368 2.200
O -3.942 0.592 2.836
O -4.844 2.615 1.957
O -3.741 1.134 0.568
C 2.135 -5.043 0.276
C 0.895 -4.234 0.565
O -0.196 -4.699 0.154
O 0.997 -3.118 1.137
H 2.988 -4.779 0.902
H 2.434 -4.789 -0.743
H 1.983 -6.107 0.437
C -0.535 1.003 -0.765
C -0.777 -0.438 -0.395
O -0.675 -0.887 0.779
O -1.190 -1.238 -1.281
H -1.362 1.679 -0.558
H -0.184 1.106 -1.789
H 0.317 1.353 -0.172
C -2.748 -2.895 4.644
C -1.673 -2.224 3.819
O -0.993 -1.305 4.337
O -1.384 -2.684 2.679
H -2.284 -3.756 5.138
H -3.547 -3.320 4.047
H -2.998 -2.221 5.459
C -1.156 3.584 -3.495
O -0.001 4.019 -4.188
H -0.972 3.011 -2.587
H -1.833 4.415 -3.264
H -1.795 2.985 -4.146
H 0.515 4.549 -3.574
C -0.293 5.132 0.878
O 1.004 4.910 1.480
H -0.762 5.939 1.436
H -0.182 5.225 -0.201
H -0.907 4.228 0.983
H 0.937 5.170 2.399
C 2.172 -0.662 -2.563
O 2.871 -0.730 -3.807
H 2.858 -1.059 -1.813
H 1.848 0.336 -2.276
H 1.306 -1.327 -2.554
H 2.644 0.071 -4.291
C -4.707 0.254 -2.615
O -3.555 -0.449 -3.150
H -4.842 -0.126 -1.599
H -4.407 1.291 -2.448
H -5.514 0.025 -3.299
H -2.902 -0.449 -2.445
C 0.876 1.945 3.542
O 0.199 0.965 2.729
H 0.612 2.921 3.121
H 0.539 1.859 4.573
H 1.957 1.936 3.399
H -0.677 1.382 2.653
C 3.848 -1.287 1.173
O 2.603 -0.664 1.496
H 4.694 -0.778 1.629
H 3.750 -2.325 1.491
H 3.964 -1.379 0.090
H 2.649 0.284 1.257
C 0.368 -3.836 -3.337
O -0.616 -4.891 -3.481
H 0.240 -3.422 -2.340
H 1.362 -4.279 -3.428
H 0.218 -3.152 -4.171
H -0.134 -5.652 -3.810
C 3.513 2.323 -0.366
O 2.723 2.127 0.795
H 3.773 1.365 -0.818
H 2.965 2.879 -1.131
H 4.471 2.830 -0.219
H 2.332 2.990 0.999

Taking the records one at a time from the top gives total energy values of -51168.6138, -30395.5493, -88749.4443, -35250.4517, -118798.4264, -72897.7168 eV.